Record 1
The following is a DFT calculation (wB97M-V/def2-TZVPD) of a structure of composition C29H39IN7O3Pd.

Structure (XYZ):
```
80
Properties=species:S:1:pos:R:3
Pd 0.5693 0.2531 0.5864
C -2.8352 -1.7806 3.4942
C -2.5538 -2.3040 2.1173
N -3.4814 -3.0009 1.5177
C -3.2419 -3.4617 0.2658
C -2.0545 -3.2824 -0.3893
C -1.9258 -3.7917 -1.7967
O -1.9731 -2.7376 -2.7672
C -0.9964 -2.5841 0.2551
C 0.2629 -2.4277 -0.4192
N 1.3638 -2.0165 0.1228
C 2.5317 -1.9424 -0.6548
C 2.7340 -2.6069 -1.8712
C 3.9210 -2.4905 -2.5731
C 4.9576 -1.7149 -2.0741
C 4.7948 -1.0739 -0.8570
C 3.6057 -1.1899 -0.1533
I 3.4538 -0.2366 1.6899
C -1.2521 -1.9984 1.5354
O -0.4532 -1.2500 2.1667
H -3.7829 -2.1832 3.8476
H -2.8882 -0.6898 3.4802
H -2.0281 -2.0468 4.1798
H -4.0555 -4.0027 -0.2058
H -2.7554 -4.4662 -2.0153
H -0.9988 -4.3592 -1.9346
H -1.8203 -1.9082 -2.2981
H 0.2418 -2.6833 -1.4825
H 1.9581 -3.2394 -2.2813
H 4.0375 -3.0167 -3.5126
H 5.8883 -1.6178 -2.6183
H 5.5978 -0.4788 -0.4427
C 2.0147 6.8997 0.5469
C 1.8456 5.4601 1.0205
N 0.5675 5.2184 1.6706
C 0.2700 5.9980 2.8653
C -0.6105 7.2211 2.6322
C -0.4269 4.4094 1.1904
O -1.5572 4.4904 1.6559
C -0.1169 3.4048 0.1324
C -1.0532 3.1930 -0.8635
C -0.8318 2.1718 -1.7739
C 0.3206 1.4105 -1.6727
N 1.3018 1.6275 -0.7518
C 1.0123 2.5782 0.1793
H 2.9654 7.0004 0.0206
H 2.0187 7.6050 1.3792
H 1.2121 7.1782 -0.1373
H 2.6574 5.2029 1.7097
H 1.9301 4.7977 0.1661
H 1.2299 6.2951 3.2952
H -0.2228 5.3344 3.5788
H -0.1456 7.9251 1.9410
H -0.7877 7.7389 3.5773
H -1.5686 6.9082 2.2233
H -1.9495 3.7993 -0.8899
H -1.5467 1.9507 -2.5559
H 0.5434 0.6435 -2.4068
H 1.7926 2.7270 0.9177
C -4.5419 3.6019 1.4920
N -4.1246 2.2211 1.3501
C -4.3390 1.6640 0.0337
C -3.0080 1.7660 2.0415
N -2.1102 1.0798 1.4542
N -2.9929 2.1271 3.3902
C -1.7435 1.9888 4.0971
C -4.1782 1.9998 4.2073
H -4.2281 4.1984 0.6261
H -4.0773 4.0435 2.3673
H -5.6323 3.6698 1.5771
H -5.3842 1.8218 -0.2440
H -4.1191 0.5989 0.0491
H -3.6961 2.1271 -0.7247
H -1.4933 0.6221 2.1270
H -0.9265 2.3127 3.4532
H -1.5394 0.9599 4.4255
H -1.7725 2.6285 4.9838
H -5.0541 1.8900 3.5731
H -4.3115 2.8822 4.8429
H -4.1175 1.1178 4.8593
```

* LUMO energy: 2.392 eV
* E_HOMO: -3.69 eV
* total charge: -1
* ΔE to the lowest compared entry with this formula, charge and spin: 22.7 kcal per mole
* orbital gap: 6.085 eV

Atomic partial charges in e from the Mulliken method, atoms 1 to 8: number 1, Pd, carries 0.02; number 2, C, carries -0.71; number 3, C, carries 0.81; number 4, N, carries -0.72; number 5, C, carries -1.03; number 6, C, carries 0.91; number 7, C, carries -0.92; number 8, O, carries -0.55


Record 2
The following is a DFT calculation (wB97M-V/def2-TZVPD) of a structure of composition C29H40BrGeN4NaOSeSi3.

Structure (XYZ):
```
81
Properties=species:S:1:pos:R:3
Na 13.2192 14.9757 8.4164
Br 12.1301 22.0289 16.4543
C 12.7855 22.1297 14.6480
C 14.1160 21.7396 14.4916
C 14.6245 21.6664 13.2150
C 13.8027 21.8923 12.1298
C 12.5333 22.5235 12.3182
C 12.0064 22.6384 13.5657
N 14.0478 21.3130 10.8737
N 15.1941 20.6978 10.7840
C 15.3473 19.6192 10.0259
C 16.5021 18.8227 10.1896
C 16.5377 17.5332 9.7007
C 15.3783 16.8218 9.2731
O 15.3963 15.5818 9.0990
C 14.2507 17.7529 8.9800
N 13.1341 17.2502 8.4292
C 12.1907 18.0138 7.9690
C 12.3229 19.4153 7.9078
C 13.4617 19.9570 8.5133
C 14.3527 19.1470 9.1547
H 14.7129 21.5303 15.3861
H 15.5675 21.2077 13.0553
H 11.8946 22.7046 11.4723
H 10.9784 22.8768 13.8227
H 17.2911 19.2422 10.8318
H 17.4669 16.9830 9.8200
H 11.3749 17.4438 7.5718
H 11.5597 20.0676 7.6005
H 13.7298 21.0411 8.3671
C 9.0445 12.6071 11.6047
Si 8.4205 13.2102 9.9746
C 9.6261 12.4756 8.7379
C 6.6666 12.4024 9.9011
Ge 8.5183 15.6681 9.6491
Si 7.2329 16.1849 7.6547
C 6.9616 18.0614 7.4628
C 8.2636 15.6195 6.1318
C 5.6075 15.2740 7.8602
Si 7.6001 16.8683 11.4896
C 8.0486 18.7184 11.1236
C 8.4766 16.3813 13.1009
C 5.7236 16.7168 11.7521
H 8.9061 11.5185 11.5525
H 8.4381 12.9848 12.4130
H 10.0764 12.9378 11.8348
H 9.4848 11.3663 8.7628
H 10.6838 12.6900 9.0390
H 9.4836 12.8394 7.7049
H 6.8071 11.2719 9.8986
H 5.9197 12.5521 9.0760
H 6.1222 12.6406 10.8303
H 6.0738 18.2412 6.8576
H 7.8471 18.4023 6.8802
H 6.8419 18.6867 8.3865
H 8.7182 14.6174 6.1795
H 9.0209 16.4325 5.9265
H 7.6324 15.6538 5.1892
H 5.5965 14.7457 8.8489
H 5.4523 14.5371 7.0563
H 4.7870 15.9863 7.9241
H 7.9365 19.3824 11.9931
H 7.3553 19.1619 10.3553
H 9.1143 18.8136 10.7438
H 9.3302 15.6889 12.9263
H 7.7566 15.8969 13.7806
H 8.8441 17.2131 13.6859
H 5.1887 17.4716 11.2120
H 5.4526 16.9651 12.8263
H 5.3289 15.7699 11.4668
Se 13.0297 13.2524 10.7007
C 13.2993 11.6169 9.6716
C 12.9129 10.4086 10.3161
C 13.0989 9.1850 9.6553
N 13.6373 9.1172 8.4173
C 14.1191 10.2530 7.8597
C 13.9398 11.4868 8.4261
H 12.5793 10.4809 11.3682
H 13.0064 8.2463 10.1889
H 14.7026 10.1491 6.9274
H 14.3960 12.3837 7.8995
```

* LUMO energy (spin up / spin down): 1.705 / 0.707 eV
* E_HOMO (spin up / spin down): -4.36 / -4.37 eV
* total charge: -1
* ΔE to the lowest compared entry with this formula, charge and spin: 49.7 kcal per mole
* orbital gap (spin up / spin down): 6.068 / 5.072 eV
* multiplicity: 2

Atomic partial charges in e from the Mulliken method, atoms 1 to 8: number 1, Na, carries 0.85; number 2, Br, carries -0.25; number 3, C, carries 0.22; number 4, C, carries -0.50; number 5, C, carries -0.28; number 6, C, carries -0.02; number 7, C, carries -0.43; number 8, C, carries -0.38


Calculated calculated total energy in order - -2163.08454, -9506.53308 hartree